DFT (the ωB97M-V functional and the def2-TZVPD basis) results for 11 unconnected molecules or ions with the total composition H23O11 at a distorted geometry.

LUMO level = -3.044 eV
energy above the lowest of the compared OMol25 structures with the same formula, charge and spin = 371.6 kJ/mol
total charge = +1
molar mass = 199.17 g mol⁻¹
HOMO level = -13.9 eV

Element x y z (Å)
1 O -1.99539 2.34326 -3.02193
2 H -2.83993 2.05172 -2.65620
3 H -2.07452 3.27121 -2.72931
4 O -1.25690 0.91617 -0.43670
5 H -1.85217 0.86437 0.30955
6 H -1.48237 0.60309 -1.32232
7 O -0.65467 -2.01581 0.51204
8 H 2.67796 0.26054 -1.83156
9 H -0.67052 -1.28352 1.29815
10 O -3.13995 -0.11267 1.96367
11 H -3.80082 -0.12755 1.26374
12 H -3.30812 0.62382 2.55993
13 O 1.23125 1.27620 0.32921
14 H 0.56608 1.60173 0.97047
15 H 0.71128 1.61795 -0.40935
16 O 1.67597 -1.73897 -0.11306
17 H 0.40791 -1.97661 0.23217
18 H -0.53471 -2.82215 1.08314
19 O -0.97501 -1.54749 2.77938
20 H 1.63362 -0.99014 -0.77233
21 O -1.78960 -0.02119 -3.01288
22 H -1.56909 0.62783 -3.71125
23 H -1.91099 -0.82450 -3.53384
24 O 4.36139 2.07931 -0.36222
25 H 3.55389 1.87938 0.14431
26 H 3.96445 2.83829 -0.82415
27 O 1.74002 0.01501 -2.04948
28 H 2.53069 -2.69206 2.32563
29 H 1.16729 0.72331 -2.34651
30 O 2.00278 -2.08388 2.83616
31 H 1.81781 -1.12459 0.65116
32 H 2.19231 -1.21042 3.15718
33 H -1.83534 -1.81862 3.13922
34 H -0.54465 -1.20305 3.57801

Force components x, y, z for each atom (eV/Å):
-0.80 1.91 0.72
0.05 -0.71 -0.23
0.71 -0.19 -0.56
1.34 0.76 0.40
-0.80 -0.52 -0.56
-0.99 -0.40 0.20
1.02 0.08 1.67
-1.41 0.56 -0.75
-0.68 -1.77 -1.45
0.43 -0.09 -0.22
-0.27 0.23 0.29
-0.40 0.04 -0.21
-0.58 0.98 0.96
0.85 -0.45 0.34
0.24 -0.53 -0.63
0.08 1.55 1.24
0.11 0.49 -1.16
-0.81 0.60 -0.47
-0.11 0.24 2.28
-0.35 -0.57 -0.94
0.28 -0.50 -1.20
-0.16 -0.10 0.73
-0.02 -0.28 0.44
-1.54 0.43 -0.11
0.44 -0.51 0.35
0.88 0.01 -0.26
1.32 -0.88 0.32
1.19 0.88 0.12
0.48 0.38 -0.03
-2.63 -0.72 0.24
0.38 -0.95 -0.11
1.57 -0.05 -0.38
-0.12 0.21 -0.64
0.32 -0.15 -0.39